No. 1
This record from OMol25 describes a single C3H6N2O2 molecule. The level of theory is ωB97M-V/def2-TZVPD.

Results
M: 102.09 g mol⁻¹
Charge: 0
Highest occupied orbital energy: -9.2 eV
Orbital gap: 9.92 eV
Energy: -10281.72556 eV
Largest force on an atom: 6.6 eV/Å
LUMO: 0.70 eV

Structure (XYZ):
```
13
Properties=species:S:1:pos:R:3:forces:R:3
H 0.545190 1.852641 -0.532633 3.08 -1.99 2.80
N 1.413288 1.282884 0.035533 -3.14 0.64 -2.74
C 1.147225 0.048159 0.000447 3.80 -1.69 -0.59
N 2.234902 -0.906124 0.066106 0.37 0.05 1.36
O -0.072416 -0.744148 -0.303791 3.43 0.97 -0.02
C -1.069731 0.031794 -0.100409 -4.90 3.81 2.19
C -2.409628 -0.679742 0.131345 -2.08 -0.27 -1.36
O -1.048578 1.269289 0.086866 -0.79 -2.82 -1.03
H 2.082829 -1.911973 0.282848 -0.41 1.41 -0.14
H 3.158967 -0.578932 0.507950 -2.41 -0.22 -1.12
H -2.398175 -1.342353 1.015453 0.43 0.11 -0.51
H -2.687301 -1.353979 -0.821768 0.49 1.54 2.18
H -3.278096 0.094886 0.383777 2.12 -1.54 -1.02
```
Forces are in eV/Å.

No. 2
This record from OMol25 describes a single C3H6N2O2 molecule. The level of theory is ωB97M-V/def2-TZVPD.

Results
M: 102.09 g mol⁻¹
Charge: 0
Highest occupied orbital energy: -7.5 eV
Orbital gap: 8.09 eV
Energy: -10281.51802 eV
Largest force on an atom: 0.3 eV/Å
LUMO: 0.59 eV

Structure (XYZ):
```
13
Properties=species:S:1:pos:R:3:forces:R:3
H 1.565823 0.493198 -2.208032 -0.03 -0.01 0.07
N 0.988085 0.232646 -1.414320 0.21 -0.01 0.23
C 1.622686 0.408377 -0.325940 -0.03 0.14 -0.24
O 1.136497 0.160784 0.890160 -0.01 0.02 -0.01
C 0.192893 -0.874193 1.118157 -0.15 -0.27 -0.07
C -1.057487 -0.904066 0.591623 0.03 0.11 0.07
N -1.372019 0.534609 -0.084042 -0.06 0.01 0.01
O -1.997852 -1.678444 0.536081 0.08 0.17 0.07
H 2.622047 0.843412 -0.250973 -0.07 -0.02 0.00
H 0.571168 -1.649778 1.762585 0.00 -0.05 -0.14
H -2.373709 0.567019 -0.261243 0.11 -0.09 0.05
H -0.804007 0.622852 -0.946626 0.00 -0.10 0.17
H -1.094121 1.243582 0.592569 -0.09 0.10 -0.22
```
Forces are in eV/Å.